Formula: C16H23NO4
Source: OMol25
Level of theory: ωB97M-V/def2-TZVPD

Geometry (Å):
1 C -7.59115 -0.99186 -1.01371
2 C -6.12538 -1.22001 -0.66548
3 C -5.48644 0.02386 -0.05258
4 C -4.01708 -0.19911 0.29375
5 C -3.38070 1.04372 0.91133
6 C -1.90109 0.83114 1.21569
7 O -1.22058 0.68018 -0.01351
8 C 0.10920 0.40363 -0.00032
9 C 0.90016 0.31964 1.14057
10 C 2.24976 0.03468 1.02884
11 C 2.84025 -0.17389 -0.20849
12 C 4.30544 -0.49860 -0.31856
13 C 5.17335 0.63032 0.28043
14 C 6.52916 0.73302 -0.38870
15 N 7.10630 1.94484 -0.32639
16 O 7.07207 -0.20576 -0.94745
17 C 4.62474 -1.83869 0.37644
18 O 3.84520 -2.41725 1.07993
19 O 5.84210 -2.30726 0.14024
20 C 2.04475 -0.08919 -1.34524
21 C 0.70088 0.19886 -1.24780
22 H -8.02651 -1.88902 -1.44755
23 H -7.69083 -0.18043 -1.73149
24 H -8.15897 -0.73115 -0.12301
25 H -5.57671 -1.49836 -1.56789
26 H -6.04508 -2.05093 0.03908
27 H -5.56982 0.85504 -0.75666
28 H -6.03373 0.30148 0.85189
29 H -3.46399 -0.46403 -0.60866
30 H -3.93240 -1.03358 0.99419
31 H -3.47427 1.88287 0.21999
32 H -3.89281 1.30457 1.83952
33 H -1.76955 -0.06754 1.83377
34 H -1.50143 1.69717 1.76306
35 H 0.47755 0.46860 2.12156
36 H 2.84324 -0.04117 1.92650
37 H 4.56831 -0.61366 -1.37706
38 H 4.64362 1.57988 0.17960
39 H 5.33718 0.45250 1.34709
40 H 6.67291 2.72456 0.13464
41 H 8.01902 2.06936 -0.73434
42 H 6.39178 -1.67957 -0.39594
43 H 2.48159 -0.25361 -2.32005
44 H 0.07997 0.26470 -2.12723

Forces on atoms 1 to 6 (eV/Å):
C 0.2 -0.2 0.0
C -0.2 0.3 0.1
C 0.2 -0.4 -0.1
C -0.2 0.4 0.0
C 0.4 -0.4 -0.1
C -0.3 0.3 0.3

Results
HOMO level = -0.308 hartree
DFT total energy = -26646.740 eV
multiplicity = 1
LUMO energy = 0.490 eV
SMILES = CCCCCCOc1ccc([C@@H](CC(N)=O)C(=O)O)cc1
gap between HOMO and LUMO = 0.326 Ha
net charge = 0
energy relative to the best compared isomer or geometry (same formula, charge and spin) = 0.060 eV

Mulliken atomic charge list, values in e, 2 entries: C -1.279; C -0.308